A molecular structure, C44H51As2F3HfN5O2S2Se at a distorted geometry, computed with wB97M-V/def2-TZVPD.

Its LUMO energy is -2.73 eV. As for the charge: +1. The value obtained for the HOMO energy is -0.3909 Eh. The energy above the lowest of the compared OMol25 structures with the same formula, charge and spin is 12.52 kcal per mole.

Last column: Mulliken charge in e.
Atoms and positions in Å:
Hf 0.15326 1.17210 0.59122  -0.6805
C -1.07653 -1.18210 4.06966  -1.3756
As -0.45406 0.57307 3.54460  1.4780
C 0.70247 0.96526 5.11737  -1.6957
C -2.00241 1.70650 4.04709  0.2179
C -2.11227 2.08974 5.36942  -0.7441
C -3.08635 3.01723 5.71130  -0.8674
C -4.00819 3.48193 4.77557  -0.8775
C -3.89596 3.07775 3.42675  -0.9409
C -2.85986 2.20836 3.07273  0.0006
As -2.52967 1.77573 1.21881  1.7839
C -3.11345 3.37217 0.25459  -1.1567
C -3.82850 0.33676 0.92099  -0.6943
H -1.33533 -1.10202 5.13903  0.5797
H -0.26564 -1.88559 3.96309  0.4644
H -1.94633 -1.51339 3.45812  0.2704
H 0.30128 0.67460 6.06820  0.6028
H 0.85598 2.07299 5.11945  0.4563
H 1.68881 0.51593 4.96740  0.3570
H -1.43869 1.70632 6.13187  0.3151
H -3.14610 3.34749 6.73199  0.4633
H -4.84009 4.10909 5.01676  0.4480
H -4.57884 3.48516 2.72172  0.5071
H -2.67966 4.25655 0.78607  0.3166
H -4.22892 3.44029 0.12778  0.4356
H -2.64623 3.40266 -0.72186  0.2787
H -4.84582 0.71554 0.75186  0.4731
H -3.76900 -0.40912 1.75463  0.2833
H -3.53970 -0.21845 0.04677  -0.0390
O 1.66789 0.03810 -0.84443  -0.3765
S 2.87922 0.19746 -0.02680  1.1242
O 3.94590 0.88614 -0.71681  -0.8207
N 2.23653 0.89857 1.23328  0.6871
C 2.95392 1.71629 2.14479  -0.0726
C 4.18813 1.45083 2.65620  -0.4219
C 4.72952 2.34518 3.59111  -0.8228
C 4.07879 3.45534 3.96643  -0.9166
C 2.74785 3.71008 3.50851  1.4220
C 1.95122 4.77036 3.96838  -1.1856
C 0.63750 4.83487 3.53584  -1.0655
C 0.17028 3.85670 2.66426  -0.5019
N 0.92517 2.89616 2.14407  1.4529
C 2.18541 2.83666 2.61163  -0.8301
C 3.58385 -1.34153 0.43032  -0.1818
C 4.96765 -1.55827 0.39034  -0.4385
C 5.44273 -2.81958 0.73538  -0.6548
C 4.64353 -3.85603 1.13367  -0.6344
C 3.27192 -3.62165 1.18082  -0.5606
C 2.73753 -2.35143 0.83379  -0.2509
H 4.77540 0.58183 2.37422  0.4852
H 5.72535 2.16719 3.94728  0.4614
H 4.61712 4.18609 4.58968  0.3986
H 2.30340 5.53328 4.64388  0.4702
H -0.01037 5.59623 3.84415  0.6757
H -0.83108 3.90659 2.25044  -0.1755
H 5.61376 -0.76300 0.12275  0.6425
H 6.52600 -2.90084 0.67218  0.3831
H 4.99787 -4.89137 1.32907  0.3838
H 2.59670 -4.41943 1.43530  0.5543
H 1.70700 -2.11198 0.90564  0.1289
F 0.30938 -8.20265 1.16717  -0.2488
C -0.88558 -7.85564 0.65040  0.8863
F -0.97469 -8.46726 -0.55989  -0.2825
F -1.80865 -8.41889 1.44458  -0.2579
C -0.98276 -6.36050 0.57384  0.2720
C -0.92854 -5.67016 -0.64974  -0.8214
C -0.88935 -4.29868 -0.65837  -0.5431
C -0.86573 -3.61557 0.57167  0.7368
C -0.90953 -4.28068 1.76873  -0.1517
C -0.98998 -5.65444 1.77863  -1.1874
C -0.77775 -2.17283 0.63194  -0.3691
C -0.72293 -0.94850 0.78489  1.1544
H -0.98125 -6.18050 -1.58976  0.5011
H -0.86777 -3.77291 -1.59103  0.6026
H -0.84933 -3.68915 2.65854  0.3428
H -0.92702 -6.14142 2.74213  0.3995
Se 0.54138 3.45420 -0.88452  -0.0024
C 1.67868 4.53733 0.01691  0.2365
N 2.48107 5.22512 0.46418  -0.5691
C -2.40129 -1.01129 -7.79028  -1.0695
C -2.16823 -1.91434 -6.56067  -0.6614
C -2.19075 -1.09155 -5.29365  0.7044
C -1.91878 -1.97230 -4.06894  -1.8752
N -1.76297 -1.16569 -2.89546  0.2296
C -0.80176 -0.25114 -2.76352  0.2839
S -1.22757 1.04816 -1.70930  -0.4946
N 0.28044 -0.35927 -3.49705  0.0330
C 1.41151 0.54184 -3.74658  -0.7118
C 1.26728 1.21600 -5.08232  -0.8089
C 0.20434 2.29861 -5.08127  0.3862
C 0.10706 2.93819 -6.44619  -1.4165
H -2.19428 -1.57302 -8.67571  0.4092
H -1.65911 -0.17929 -7.70211  0.1385
H -3.41887 -0.59525 -7.84809  0.3158
H -1.18291 -2.36634 -6.60322  0.3651
H -2.88484 -2.74848 -6.49087  0.3896
H -3.18868 -0.59509 -5.16942  0.2899
H -1.41662 -0.35097 -5.35723  -0.3828
H -1.02659 -2.59229 -4.24723  0.3062
H -2.69304 -2.67645 -3.92484  0.8053
H -2.59452 -0.93473 -2.37982  0.2316
H 0.37062 -1.17934 -4.10222  0.4255
H 2.29714 -0.07669 -3.71855  0.4369
H 1.48393 1.29996 -2.96271  0.0031
H 1.08695 0.49189 -5.88591  0.3243
H 2.26919 1.66890 -5.26153  0.4731
H 0.51516 3.03120 -4.30702  0.0856
H -0.76948 1.88181 -4.74381  0.1054
H 1.03699 3.28740 -6.86731  0.3612
H -0.53871 3.81174 -6.46910  0.4033
H -0.38115 2.20949 -7.10671  0.1959